(A)
An isolated molecule of BrH3NP, computed with ωB97M-V/def2-TZVPD.

Values from the calculation:
multiplicity: 1
molecular weight: 127.91 g/mol
lowest unoccupied orbital energy: -0.13 eV
charge: 0
SMILES: NPBr

```
6
BrH3NP, DFT ωB97M-V/def2-TZVPD
H -0.15682 1.06596 0.89375
Br -1.68490 -1.52124 0.71335
N 0.32599 0.89640 0.05704
P 0.40514 -0.84068 -0.20821
H -0.13361 -0.95684 -1.63829
H 1.24421 1.35640 0.18237
```


(B)
A cluster of 2 separate species, BrH3NP in total, computed with ωB97M-V/def2-TZVPD.

Values from the calculation:
multiplicity: 1
molecular weight: 127.91 g/mol
lowest unoccupied orbital energy (spin up / spin down): -1.52 / -1.51 eV
charge: 0

```
6
BrH3NP, DFT ωB97M-V/def2-TZVPD
N 0.87154 0.87903 0.13994
H 1.14813 -0.03184 0.15921
H 0.10113 1.06384 0.66703
H 0.50589 1.43514 -0.59264
P -1.79775 -0.69738 -0.31582
Br -0.82895 -2.64878 -0.05771
```


Which of them is the most stable? Correct choice: (A).